{"formula": "C32H86N10O11", "method": "wB97M-V/def2-TZVPD", "fmax_ev_per_a": 2.71, "relative_energy_ev": 3.004, "multiplicity": 1, "e_homo_ev": -8.34, "total_energy_ev": -71995.9187, "total_charge": 0, "species": ["O", "O", "O", "O", "O", "O", "O", "O", "O", "O", "O", "N", "N", "N", "N", "N", "N", "N", "N", "N", "N", "C", "C", "C", "C", "C", "C", "C", "C", "C", "C", "C", "C", "C", "C", "C", "C", "C", "C", "C", "C", "C", "C", "C", "C", "C", "C", "C", "C", "C", "C", "C", "C", "H", "H", "H", "H", "H", "H", "H", "H", "H", "H", "H", "H", "H", "H", "H", "H", "H", "H", "H", "H", "H", "H", "H", "H", "H", "H", "H", "H", "H", "H", "H", "H", "H", "H", "H", "H", "H", "H", "H", "H", "H", "H", "H", "H", "H", "H", "H", "H", "H", "H", "H", "H", "H", "H", "H", "H", "H", "H", "H", "H", "H", "H", "H", "H", "H", "H", "H", "H", "H", "H", "H", "H", "H", "H", "H", "H", "H", "H", "H", "H", "H", "H", "H", "H", "H", "H"], "coordinates": [[5.05162, -0.17406, 3.14826], [3.38665, 1.21763, -2.87827], [7.96954, -1.83220, -2.03927], [-6.39992, -5.46782, -1.76157], [0.06584, 4.01668, 1.95196], [-3.62541, 1.28469, -0.83698], [-1.87617, 9.21277, 5.34169], [-3.56092, -2.52093, 0.42437], [1.13106, 0.59192, 0.40804], [-1.03610, -1.90940, -7.01354], [2.84339, -5.00853, 2.10715], [1.93825, 2.14995, -4.30736], [-0.64612, 7.35005, 3.37367], [5.29283, -0.97541, 0.29239], [-0.54000, -0.95887, 0.93217], [5.99311, -6.09664, 4.02982], [-4.39893, -3.44782, -2.99634], [-1.78121, -2.46569, -4.28364], [1.32846, 2.05049, -2.11027], [-5.26202, 2.31649, 2.36547], [-0.87222, 0.76582, -0.50773], [-7.73775, -5.82986, -1.55262], [4.10503, 0.14089, 2.11646], [6.94219, -2.10509, -1.11582], [-4.54270, -2.25629, 1.37615], [-3.45573, 3.35209, 1.20920], [8.63928, -3.01831, -2.48081], [-4.65239, 2.43684, 1.05119], [-1.88799, -0.10529, -3.77235], [-4.55260, -4.89477, -3.23721], [4.73323, 0.28803, 0.75206], [-0.96385, 9.56930, 4.30322], [-0.00819, 0.12147, 0.29715], [-3.87075, -3.50182, -0.54637], [-1.97083, -1.16069, -4.89446], [-1.64466, 10.00499, 6.48496], [5.17006, -5.36621, 3.08699], [-0.99737, -0.88175, -6.04816], [-4.23899, 2.04976, -1.82919], [-4.29757, 1.08216, 0.40353], [3.66360, -5.70899, 3.01181], [-0.61557, 5.20819, 2.21060], [2.28377, 1.74543, -3.01905], [-4.77345, -2.95570, -1.68500], [2.78703, -3.63653, 2.38064], [6.37443, -0.78921, -0.68295], [0.04821, 8.42647, 4.10642], [4.54803, 0.19960, 4.39026], [5.70557, -5.26373, 1.65650], [0.16513, 6.18432, 3.14983], [-0.11634, -1.71698, -8.05888], [1.13815, 4.07859, 1.00921], [-5.97336, -5.42912, -3.12852], [7.24823, -0.26896, -0.26213], [6.14066, -2.66895, -1.61663], [5.17690, -4.53239, 1.04486], [1.67167, 3.15102, 1.19838], [-4.51454, 3.09131, -1.65435], [2.12530, -3.08682, 1.71392], [-1.93494, 0.93220, -4.12348], [-7.85424, -6.90639, -1.41066], [-5.14248, 1.50653, -2.14404], [5.98113, -7.08448, 3.77447], [6.78941, -5.17498, 1.69596], [0.93790, 8.78985, 3.59604], [-3.45346, -3.12636, -3.16982], [-3.62760, 4.28886, 1.73344], [-4.61653, -3.10341, 2.06930], [-5.25192, 0.56751, 0.26533], [-1.94443, 11.05245, 6.39674], [0.76326, 4.20165, -0.00616], [-2.88313, -3.91203, -0.78155], [-1.46916, 7.16440, 3.93980], [-8.12673, -5.33614, -0.65925], [-1.40506, 5.06501, 2.96210], [-3.63812, 0.62450, 1.14182], [-0.00616, -0.76013, -5.59373], [-6.07452, -6.41140, -3.59485], [6.06619, -0.21720, -1.55708], [7.98079, -3.84757, -2.75062], [3.73249, -3.08841, 2.24354], [-1.58282, 9.65625, 3.40715], [3.67757, -0.37508, 4.74082], [2.62026, -3.43283, 3.44607], [1.01183, 6.51362, 2.53621], [-0.43461, -2.37914, -8.86605], [-1.30486, 0.06452, -6.50749], [-4.81736, -1.86411, -1.75661], [2.62181, 1.90757, -5.00084], [3.24520, -0.52621, 2.19896], [5.71082, -1.34030, 1.14445], [-6.20260, 1.95032, 2.21706], [-3.62443, 1.98777, -2.72812], [-4.35654, -4.82367, -4.31195], [1.42050, 1.62644, -1.17612], [-0.45937, 10.52818, 4.43234], [-2.72743, 2.82419, 1.83976], [7.22757, -2.72771, -0.25637], [-5.46249, 2.89995, 0.47511], [3.23382, -5.75106, 4.02201], [-0.04443, -0.68737, -8.41726], [-3.82575, -5.50050, -2.68931], [3.59563, -6.75752, 2.70149], [3.97666, 0.77191, 0.12549], [0.12596, -1.40962, 1.54104], [-0.62137, 10.00783, 6.87837], [-4.36220, -1.36175, 1.97586], [5.44556, 1.12637, 0.81471], [0.75174, 2.82349, -2.37755], [-2.17241, 9.65980, 7.37838], [-0.81554, -2.50549, -3.96904], [1.80590, 4.89393, 1.30095], [-0.96235, -0.12850, -3.19551], [5.68265, -6.10225, 4.99339], [5.24889, 0.10621, 5.22105], [-1.88161, -3.15399, -5.02511], [-2.88079, 3.54279, 0.29966], [-1.36775, -1.44054, 0.63219], [9.24542, -2.68477, -3.31783], [0.92754, -2.03557, -7.94024], [-4.37579, -4.37034, -0.09681], [-4.84262, 1.57333, 2.92587], [-6.67404, -4.73500, -3.60422], [-5.77410, -3.20716, -1.32708], [0.95700, 2.29527, -4.44963], [-2.97630, -1.01913, -5.29817], [-5.55993, -2.06368, 1.00872], [4.17590, 1.23021, 4.45411], [-1.88156, 0.73430, -0.50951], [-8.38381, -5.44353, -2.34912], [9.20901, -3.32645, -1.59771], [0.51771, 5.61419, 4.01524], [5.25914, -4.35198, 3.49791], [-0.47367, 1.47781, -1.09244], [5.41416, -6.14419, 1.06806], [-1.11403, 5.61280, 1.32871], [3.72591, 1.15812, 2.27715], [0.24197, 7.99668, 5.09652], [-2.78981, -0.21100, -3.17094]], "atomic_forces_ev_per_a": [[-0.025, 0.164, -0.378], [-1.194, 0.151, 0.986], [-0.117, -0.625, -0.216], [0.673, -0.172, 0.269], [-0.294, -0.381, 0.083], [0.843, -0.323, 0.912], [0.471, 0.892, 0.666], [0.376, 1.005, 0.289], [0.166, -1.115, 0.525], [0.432, 0.136, 0.406], [0.331, 0.303, -0.079], [-0.126, 0.198, 1.265], [0.179, 0.773, 0.115], [0.299, 0.621, -0.204], [1.468, 0.156, 0.793], [0.048, -1.771, -0.798], [-1.540, -0.118, 0.960], [-0.184, -0.118, -0.405], [0.650, -0.754, 0.469], [-0.933, -1.185, 0.392], [-0.687, 0.468, -0.836], [-0.354, 0.362, -0.035], [-0.096, 1.131, 0.273], [-1.089, -0.507, -0.825], [-1.028, -0.368, 0.862], [1.243, -0.481, -0.012], [-0.115, 0.986, 1.102], [-0.302, 0.798, -0.032], [-0.025, 0.473, -0.643], [-0.051, 1.316, -0.933], [-0.221, 0.291, 0.310], [0.012, -0.751, -0.702], [-0.604, 1.031, -0.471], [-0.031, -0.123, 0.405], [0.101, 1.092, 0.049], [-0.038, 0.183, 1.491], [-0.860, 2.536, -0.090], [-0.268, 0.325, 0.720], [-1.166, -1.014, -1.239], [-0.589, 2.185, 0.024], [0.249, -1.652, 0.605], [-0.332, 0.417, 2.161], [1.747, -0.165, -2.061], [0.378, -0.149, 0.702], [1.088, 1.230, 0.548], [0.541, 0.139, 0.656], [-1.428, -0.229, 0.230], [-0.848, 0.239, 1.414], [-0.212, -1.238, 0.002], [0.471, 0.048, -2.649], [0.248, -0.570, -1.147], [-0.301, 0.262, 1.461], [-0.499, 0.731, 0.818], [-0.233, 0.439, 0.176], [0.056, -0.121, -0.036], [0.391, 0.711, 0.518], [0.020, -0.136, -0.643], [0.341, -0.027, 0.612], [-0.515, -0.534, 0.110], [-0.022, -0.108, -0.492], [-0.077, -0.079, -0.274], [-0.304, 0.306, 0.102], [0.270, 0.031, -0.011], [-0.039, 0.284, -0.381], [0.090, -0.294, -0.065], [0.144, -0.247, -0.348], [-0.532, -0.001, -0.182], [-0.081, 0.011, 0.059], [0.195, -0.550, -0.058], [-0.027, 0.048, -0.561], [0.139, -0.085, -0.148], [-0.139, 0.340, -0.905], [-0.030, -0.372, -0.168], [0.376, -0.040, 0.203], [-0.572, -1.250, -0.755], [0.212, -0.606, -0.577], [0.272, -0.062, -0.283], [0.157, -0.128, -0.007], [-0.372, -0.072, 0.064], [-0.269, 0.222, -0.201], [0.288, -0.502, -0.374], [0.215, -0.020, -0.172], [-0.047, -0.400, -0.484], [-0.769, -0.155, -0.015], [0.372, 0.186, 0.606], [-0.312, 0.315, -0.158], [0.209, 0.131, -0.093], [0.693, 0.060, 0.366], [-0.395, 0.019, -0.313], [0.046, -0.245, -0.363], [0.131, -0.354, -0.197], [-0.046, 0.271, 0.216], [0.359, 0.217, 0.267], [0.339, -1.292, -0.049], [-0.102, 0.618, -0.076], [-0.115, 0.023, 0.495], [-0.014, -0.028, 0.056], [0.501, 0.159, 0.022], [0.372, 0.165, -0.317], [-0.102, 0.587, 0.122], [-0.438, 0.120, 0.044], [-0.082, -0.278, -0.089], [0.049, -0.024, -0.263], [-0.225, -0.884, -0.431], [-0.366, -0.283, -0.034], [0.371, -0.144, -0.698], [0.757, -0.093, -0.198], [0.581, -0.381, 0.246], [-0.269, 0.123, 0.580], [-0.535, -0.506, -0.510], [-0.020, -0.186, 0.071], [0.078, 0.113, -0.417], [-0.141, -0.470, 0.240], [-0.342, 0.556, -0.090], [0.582, -0.204, -0.521], [0.166, -0.149, 0.130], [-0.329, 0.058, -0.160], [-0.164, -0.024, -0.155], [0.243, -0.387, 0.046], [-0.059, -0.013, 1.100], [-0.145, 0.227, 0.217], [0.416, 0.287, -0.028], [0.211, 0.016, -0.509], [-0.174, -0.282, -0.876], [0.075, -0.085, -0.876], [-0.147, -0.711, -0.022], [0.129, -0.271, -0.594], [0.266, 0.197, -0.510], [0.075, -0.366, 0.064], [0.038, -0.339, -0.251], [0.520, -0.424, -0.451], [-0.038, 0.073, 0.123], [-0.313, 0.196, -0.204], [-0.137, -0.064, 0.174], [0.472, -0.463, 0.348], [0.479, 0.532, -0.122], [-0.224, -0.062, 0.470], [0.777, 0.570, 0.181], [0.336, -0.248, 0.481]], "mulliken_charge": [-0.40, -0.62, -0.36, -0.22, -0.30, 0.04, -0.33, -0.25, -0.61, -0.32, -0.36, -0.50, -0.26, -0.12, -0.28, -0.73, -0.17, -0.57, -0.15, -0.76, 0.84, -0.82, -0.22, -0.21, -0.98, -1.63, -0.73, 0.36, -0.97, -0.54, -0.74, -0.73, 0.38, -0.43, 0.34, -0.84, 0.68, -0.95, -1.12, -0.73, -0.88, -0.53, 0.49, -0.63, -0.46, -0.78, -0.51, -0.77, -1.27, -0.77, -0.78, -0.27, -0.73, 0.27, 0.35, 0.29, -0.16, 0.34, 0.17, 0.50, 0.26, 0.38, 0.25, 0.37, 0.44, 0.12, 0.48, 0.37, 0.39, 0.32, 0.17, 0.34, 0.30, 0.25, 0.14, 0.12, 0.34, 0.45, 0.35, 0.29, 0.08, 0.37, 0.27, 0.41, 0.42, 0.27, 0.47, 0.11, 0.25, 0.11, 0.26, 0.31, 0.26, 0.46, -0.08, 0.40, 0.28, 0.19, 0.51, 0.37, 0.31, 0.31, 0.35, 0.22, 0.08, 0.34, 0.31, 0.32, 0.18, 0.29, 0.25, 0.47, 0.35, 0.25, 0.31, 0.30, 0.33, 0.22, 0.25, 0.30, 0.34, 0.27, 0.39, 0.39, 0.20, 0.25, 0.35, 0.30, -0.13, 0.36, 0.30, 0.29, 0.15, -0.13, 0.36, 0.42, 0.54, 0.32, -0.16]}